Version P
The following is a DFT calculation (the ωB97M-V functional and the def2-TZVPD basis) of one molecule with the formula C4H9N.

Element x y z (Å)
C: -0.576 -1.817 0.621
C: -0.187 -0.669 0.060
C: -0.825 -0.126 -1.194
N: 0.651 0.184 0.837
C: 1.102 1.451 0.305
H: -1.284 -2.472 0.140
H: -0.071 -2.127 1.527
H: -1.017 0.943 -1.086
H: -0.178 -0.232 -2.052
H: -1.788 -0.608 -1.308
H: 0.315 0.213 1.770
H: 1.610 1.269 -0.649
H: 0.340 2.197 0.082
H: 1.909 1.793 0.948

Its LUMO energy is 1.072 eV. The value obtained for the HOMO energy is -7.97 eV. Its total charge is 0. The structure (SMILES) is C=C(C)NC. As for the orbital gap: 0.3322 Eh.

Löwdin population analysis, charges in e, atoms 1 to 5: number 1, C, carries 0.0119; number 2, C, carries -0.4076; number 3, C, carries -0.0516; number 4, N, carries -0.0716; number 5, C, carries -0.1315

Version Q
The following is a DFT calculation (the ωB97M-V functional and the def2-TZVPD basis) of one molecule with the formula C4H9N.

Element x y z (Å)
C: -0.374 1.497 -0.020
C: -0.075 0.024 0.004
C: 1.235 -0.345 0.668
C: -0.621 -0.860 -1.049
N: -1.253 -0.799 0.279
H: -1.352 1.664 -0.490
H: -0.388 1.888 0.996
H: 0.383 2.053 -0.583
H: 1.269 0.049 1.696
H: 1.394 -1.429 0.712
H: 2.083 0.092 0.137
H: -1.239 -0.465 -1.853
H: -0.064 -1.764 -1.332
H: -0.998 -1.606 0.835

Its LUMO energy is 1.103 eV. The value obtained for the HOMO energy is -9.39 eV. Its total charge is 0. The structure (SMILES) is CC1(C)CN1. As for the orbital gap: 0.3857 Eh.

Löwdin population analysis, charges in e, atoms 1 to 5: number 1, C, carries -0.0457; number 2, C, carries -0.5930; number 3, C, carries -0.0426; number 4, C, carries -0.1301; number 5, N, carries 0.0388

Which structure is the least stable? The one labeled version P.

Version P
The following is a DFT calculation (the ωB97M-V functional and the def2-TZVPD basis) of a 7-piece molecular cluster, H14O7 overall.

Element x y z (Å)
O: -0.523 0.022 -2.758
H: -1.086 0.176 -3.511
H: -0.895 0.612 -2.033
O: 2.128 -1.496 -0.982
H: 1.900 -1.066 -0.151
H: 1.533 -2.273 -1.085
O: 1.668 2.621 0.728
H: 1.281 1.791 0.981
H: 2.317 2.715 1.398
O: -0.331 1.865 3.058
H: -0.037 2.586 3.601
H: -0.504 1.176 3.705
O: -0.151 -2.943 -1.652
H: -0.357 -2.178 -1.143
H: -0.886 -3.140 -2.228
O: -2.034 -0.551 -0.238
H: -2.113 -0.646 -1.176
H: -2.315 0.363 -0.117
O: 0.485 0.077 1.022
H: -0.322 -0.237 0.726
H: 0.241 0.525 1.853

Its LUMO energy is -0.008 eV. The value obtained for the HOMO energy is -10.06 eV. Its total charge is 0. The structure (SMILES) is O.O.O.O.O.O.O. As for the orbital gap: 0.3696 Eh.

Löwdin population analysis, charges in e, atoms 1 to 5: number 1, O, carries -0.0514; number 2, H, carries 0.0323; number 3, H, carries 0.0626; number 4, O, carries -0.0747; number 5, H, carries -0.0032

Version Q
The following is a DFT calculation (the ωB97M-V functional and the def2-TZVPD basis) of a 7-piece molecular cluster, H14O7 overall.

Element x y z (Å)
O: 29.279 -15.581 20.939
H: 29.298 -15.093 20.140
H: 28.431 -16.005 20.965
O: 24.308 -16.687 26.359
H: 24.844 -16.126 25.802
H: 24.459 -17.590 26.120
O: 27.015 -16.102 23.418
H: 26.160 -16.486 23.381
H: 27.228 -16.083 24.354
O: 27.283 -17.595 21.163
H: 26.360 -17.541 20.742
H: 27.175 -17.358 22.090
O: 25.608 -14.462 25.171
H: 25.855 -14.576 24.279
H: 26.275 -13.895 25.501
O: 26.488 -14.679 20.195
H: 26.710 -15.465 19.742
H: 26.069 -15.038 20.968
O: 25.146 -17.839 23.676
H: 25.082 -18.763 23.356
H: 24.237 -17.612 23.454

Its LUMO energy is -0.360 eV. The value obtained for the HOMO energy is -10.50 eV. Its total charge is 0. The structure (SMILES) is O.O.O.O.O.O.O. As for the orbital gap: 0.3727 Eh.

Löwdin population analysis, charges in e, atoms 1 to 5: number 1, O, carries -0.0435; number 2, H, carries 0.0088; number 3, H, carries -0.0485; number 4, O, carries -0.0515; number 5, H, carries -0.0329

Version R
The following is a DFT calculation (the ωB97M-V functional and the def2-TZVPD basis) of a 7-piece molecular cluster, H14O7 overall.

Element x y z (Å)
O: -2.635 -0.333 -2.901
H: -3.135 -0.024 -2.120
H: -1.894 -0.832 -2.549
O: 2.258 1.642 2.096
H: 1.405 1.765 1.641
H: 2.539 2.538 2.246
O: -0.044 -1.627 -1.991
H: -0.038 -2.461 -2.390
H: 0.760 -1.242 -2.302
O: 2.420 -1.523 1.192
H: 1.466 -1.510 1.087
H: 2.564 -1.162 2.056
O: 0.432 1.743 -0.142
H: 1.045 2.159 -0.719
H: -0.363 2.209 -0.345
O: -2.097 0.515 1.965
H: -2.872 0.290 1.526
H: -1.502 -0.073 1.509
O: -0.169 -0.797 0.434
H: -0.183 -1.296 -0.401
H: 0.040 0.018 0.105

Its LUMO energy is -0.090 eV. The value obtained for the HOMO energy is -10.41 eV. Its total charge is 0. The structure (SMILES) is O.O.O.O.O.O.O. As for the orbital gap: 0.3791 Eh.

Löwdin population analysis, charges in e, atoms 1 to 5: number 1, O, carries -0.0664; number 2, H, carries 0.0443; number 3, H, carries -0.0178; number 4, O, carries -0.0566; number 5, H, carries 0.0089

Version S
The following is a DFT calculation (the ωB97M-V functional and the def2-TZVPD basis) of a 7-piece molecular cluster, H14O7 overall.

Element x y z (Å)
O: 4.681 2.907 5.918
H: 3.951 3.436 5.585
H: 4.363 2.739 6.826
O: 5.147 5.770 9.206
H: 4.745 6.609 8.994
H: 6.021 5.967 9.601
O: 3.766 2.942 8.867
H: 4.007 3.873 8.861
H: 3.124 2.834 9.538
O: 5.787 7.273 4.080
H: 5.000 7.309 3.510
H: 5.483 7.745 4.853
O: 3.389 5.869 4.477
H: 3.448 5.357 3.654
H: 4.282 5.869 4.860
O: 6.165 5.367 6.024
H: 5.969 4.441 5.745
H: 6.539 5.831 5.262
O: 4.666 7.560 6.897
H: 3.751 7.242 6.744
H: 5.232 6.747 6.889

Its LUMO energy is 0.418 eV. The value obtained for the HOMO energy is -11.29 eV. Its total charge is 0. The structure (SMILES) is O.O.O.O.O.O.O. As for the orbital gap: 0.4303 Eh.

Löwdin population analysis, charges in e, atoms 1 to 5: number 1, O, carries -0.0539; number 2, H, carries 0.0289; number 3, H, carries 0.0268; number 4, O, carries -0.0520; number 5, H, carries 0.0154

Which structure is the least stable? The one labeled version Q.

Version P
The following is a DFT calculation (the ωB97M-V functional and the def2-TZVPD basis) of a 7-piece molecular cluster, H14O7 overall.

Element x y z (Å)
O: 0.393 0.948 0.463
H: 0.197 0.638 1.354
H: 0.551 0.139 -0.037
O: -0.453 0.313 -1.900
H: -0.241 -0.626 -1.854
H: -0.461 0.506 -2.844
O: -1.937 0.198 0.732
H: -2.454 0.695 1.376
H: -1.405 -0.400 1.269
O: -1.912 -0.869 3.486
H: -1.010 -0.541 3.407
H: -2.445 -0.070 3.572
O: 3.202 -2.452 -0.064
H: 2.859 -2.757 0.783
H: 2.419 -2.379 -0.621
O: 2.054 -2.125 -2.330
H: 2.619 -1.575 -2.883
H: 1.311 -1.552 -2.111
O: -1.431 4.174 -0.559
H: -0.641 4.423 -1.052
H: -1.214 3.311 -0.188

Its LUMO energy is -0.223 eV. The value obtained for the HOMO energy is -10.53 eV. Its total charge is 0. The structure (SMILES) is O.O.O.O.O.O.O. As for the orbital gap: 0.3787 Eh.

Löwdin population analysis, charges in e, atoms 1 to 5: number 1, O, carries -0.0713; number 2, H, carries 0.0206; number 3, H, carries 0.0096; number 4, O, carries -0.0363; number 5, H, carries 0.0211

Version Q
The following is a DFT calculation (the ωB97M-V functional and the def2-TZVPD basis) of a 7-piece molecular cluster, H14O7 overall.

Element x y z (Å)
O: -0.310 1.088 -0.920
H: 0.487 0.558 -0.804
H: -0.697 1.126 -0.039
O: 0.460 -2.647 2.125
H: -0.494 -2.720 2.004
H: 0.608 -2.977 3.018
O: -3.809 4.373 2.043
H: -3.454 4.199 1.164
H: -3.576 3.588 2.551
O: 1.123 -3.655 -0.278
H: 0.793 -3.001 -0.903
H: 1.136 -4.476 -0.782
O: -0.138 -0.566 -2.828
H: -0.382 -0.765 -1.917
H: -0.408 0.352 -2.948
O: -0.177 4.448 -0.858
H: 0.654 4.320 -1.330
H: -0.106 3.862 -0.096
O: 2.511 -2.361 0.570
H: 3.416 -2.691 0.559
H: 2.362 -2.056 -0.332

Its LUMO energy is -0.052 eV. The value obtained for the HOMO energy is -9.44 eV. Its total charge is 0. The structure (SMILES) is O.O.O.O.O.O.O. As for the orbital gap: 0.3451 Eh.

Löwdin population analysis, charges in e, atoms 1 to 5: number 1, O, carries -0.0563; number 2, H, carries 0.0481; number 3, H, carries 0.0577; number 4, O, carries -0.0667; number 5, H, carries 0.0345

Which structure is the least stable? The one labeled version Q.

Version P
The following is a DFT calculation (the ωB97M-V functional and the def2-TZVPD basis) of a 7-piece molecular cluster, H14O7 overall.

Element x y z (Å)
O: -0.816 2.556 1.021
H: -0.246 2.431 1.824
H: -0.627 2.007 0.274
O: 1.374 -1.485 1.456
H: 0.388 -1.587 1.649
H: 1.586 -1.086 2.371
O: -1.090 -0.255 2.450
H: -1.619 -0.224 3.272
H: -1.029 0.712 2.285
O: -0.561 0.398 -0.529
H: -0.862 -0.452 -0.153
H: -0.608 0.144 -1.441
O: 4.044 -1.506 0.268
H: 3.214 -1.939 0.292
H: 4.498 -2.080 -0.497
O: 0.357 -2.457 -1.962
H: 0.843 -2.469 -1.136
H: -0.127 -3.207 -1.898
O: -3.183 2.867 -2.774
H: -2.438 3.574 -3.019
H: -3.969 3.246 -3.257

Its LUMO energy is 0.303 eV. The value obtained for the HOMO energy is -11.00 eV. Its total charge is 0. The structure (SMILES) is O.O.O.O.O.O.O. As for the orbital gap: 0.4155 Eh.

Löwdin population analysis, charges in e, atoms 1 to 5: number 1, O, carries -0.0754; number 2, H, carries 0.0582; number 3, H, carries -0.0282; number 4, O, carries -0.1198; number 5, H, carries 0.0342

Version Q
The following is a DFT calculation (the ωB97M-V functional and the def2-TZVPD basis) of a 7-piece molecular cluster, H14O7 overall.

Element x y z (Å)
O: 0.520 0.396 0.643
H: 0.504 -0.391 1.144
H: 0.103 0.950 1.216
O: 0.363 3.000 1.477
H: 0.116 2.696 0.522
H: 0.627 3.880 1.298
O: 2.378 1.913 1.058
H: 2.790 1.064 0.964
H: 3.176 2.461 1.153
O: 1.284 -0.899 -1.643
H: 1.940 -1.051 -2.292
H: 1.927 -1.035 -0.923
O: -1.951 -1.702 4.824
H: -1.884 -1.949 3.858
H: -2.522 -2.376 5.167
O: -1.384 -2.408 -3.139
H: -0.743 -2.990 -3.584
H: -1.180 -2.445 -2.220
O: -2.009 -0.139 -3.128
H: -1.661 0.563 -2.518
H: -2.395 0.460 -3.878

Its LUMO energy is 0.312 eV. The value obtained for the HOMO energy is -10.10 eV. Its total charge is 0. The structure (SMILES) is O.O.O.O.O.O.O. As for the orbital gap: 0.3827 Eh.

Löwdin population analysis, charges in e, atoms 1 to 5: number 1, O, carries -0.0082; number 2, H, carries 0.0356; number 3, H, carries -0.0338; number 4, O, carries -0.0916; number 5, H, carries 0.0977

Which structure is the least stable? The one labeled version Q.